# 1
A molecular structure, C11H15N5O2OsS, computed with wB97M-V/def2-TZVPD.

The strongest force on any atom is 0.4 eV Å⁻¹. The LUMO energy (alpha / beta) is -0.3214 / -0.3205 hartree. The HOMO-LUMO gap (alpha / beta) is 0.2407 / 0.2409 Ha. The value obtained for the electronic energy is -1340.7424 Eh. As for the total charge: +2.

Each line ends with the natural charge from an NBO analysis.
Cartesian coordinates (Å):
1 Os -0.639 0.378 0.421  1.05
2 O -2.006 1.578 3.906  -0.44
3 C -1.088 1.165 3.285  0.77
4 O -1.334 0.393 2.144  -0.62
5 C 0.350 1.306 3.652  -0.17
6 C 0.637 1.467 4.993  -0.14
7 C 1.958 1.606 5.422  -0.07
8 C 2.999 1.603 4.512  -0.19
9 C 2.728 1.466 3.157  -0.15
10 C 1.411 1.317 2.725  -0.24
11 S 1.198 1.316 1.000  0.38
12 H -0.179 1.478 5.703  0.26
13 H 2.164 1.717 6.478  0.24
14 H 4.021 1.713 4.849  0.25
15 H 3.531 1.491 2.431  0.24
16 C 0.302 1.030 -4.189  -0.43
17 N -0.231 -0.272 -3.749  -0.32
18 C -0.408 -1.331 -4.757  -0.44
19 C -0.516 -0.475 -2.479  0.68
20 N -0.271 0.443 -1.533  -0.80
21 N -1.021 -1.714 -2.137  -0.59
22 C -1.658 -2.089 -0.975  0.68
23 N -2.223 -3.291 -0.980  -0.74
24 N -1.701 -1.282 0.055  -0.80
25 H 0.245 1.068 -5.271  0.26
26 H 1.344 1.144 -3.887  0.23
27 H -0.308 1.844 -3.799  0.23
28 H -0.055 -0.958 -5.711  0.26
29 H -1.462 -1.591 -4.864  0.23
30 H 0.193 -2.209 -4.511  0.22
31 H 0.184 1.263 -1.914  0.42
32 H -1.018 -2.403 -2.873  0.44
33 H -2.259 -3.876 -1.799  0.43
34 H -2.643 -3.662 -0.143  0.44
35 H -2.246 -1.633 0.839  0.42

---

# 2
A single C2H4N2OS molecule in a non-equilibrium geometry, computed with wB97M-V/def2-TZVPD.

As for the SMILES: NN1OC=CS1. The strongest force on any atom is 4.3 eV Å⁻¹. The LUMO energy is 0.0338 hartree. The HOMO-LUMO gap is 0.3241 Ha. The value obtained for the electronic energy is -661.3960 Eh. The energy above the lowest of the compared OMol25 structures with the same formula, charge and spin comes out at 5.156 eV.

Each line ends with the natural charge from an NBO analysis.
Cartesian coordinates (Å):
1 N -1.401 1.048 -0.764  -0.65
2 N -1.156 -0.003 0.131  -0.14
3 O -0.249 -0.961 -0.456  -0.37
4 C 1.024 -0.782 -0.024  0.08
5 C 1.188 -0.217 1.157  -0.48
6 S -0.313 0.514 1.585  0.41
7 H -2.291 0.704 -1.220  0.37
8 H -0.570 0.954 -1.497  0.35
9 H 1.677 -1.231 -0.614  0.20
10 H 2.093 -0.027 1.701  0.25

---

# 3
3 unconnected molecules or ions with the total composition C24H51BN8O8P3 in a non-equilibrium geometry, computed with wB97M-V/def2-TZVPD.

The strongest force on any atom is 8.2 eV Å⁻¹. The LUMO energy is -0.1706 hartree. The HOMO-LUMO gap is 0.1847 Ha. The value obtained for the electronic energy is -3033.5110 Eh. As for the total charge: +1.

Each line ends with the Mulliken charge.
Cartesian coordinates (Å):
1 C -2.356 1.935 0.514  -0.25
2 C -1.737 2.696 -0.190  -2.00
3 C -0.700 3.152 -1.138  1.69
4 C -1.016 3.093 -2.532  0.50
5 C -2.363 2.585 -3.052  -0.02
6 O -2.401 1.728 -3.887  -0.42
7 O -3.553 3.042 -2.565  -0.14
8 N -3.440 4.371 -2.095  -0.55
9 C 0.021 3.497 -3.424  0.33
10 O -0.145 3.450 -4.788  -0.66
11 B 0.247 2.148 -5.223  0.71
12 O -0.357 1.554 -6.322  -0.54
13 O 1.234 1.400 -4.549  -0.58
14 C 1.256 3.927 -2.895  -0.18
15 N 1.509 3.965 -1.562  0.35
16 P 3.136 4.478 -1.006  0.14
17 C 4.330 3.286 -1.775  -1.05
18 C 3.496 6.239 -1.471  -1.06
19 C 0.566 3.588 -0.654  0.37
20 C 0.757 3.550 0.860  -0.48
21 C -0.163 4.543 1.649  -0.16
22 O -0.488 4.217 2.754  -0.42
23 H -2.941 1.341 1.208  0.52
24 H -3.654 4.322 -1.092  0.23
25 H -4.256 4.851 -2.485  0.29
26 H -0.892 0.812 -5.998  0.33
27 H 0.779 0.743 -3.997  0.35
28 H 2.041 4.216 -3.611  0.54
29 H 5.196 3.148 -1.096  0.39
30 H 4.627 3.515 -2.816  0.39
31 H 3.818 2.294 -1.796  0.30
32 H 4.303 6.369 -2.217  0.38
33 H 2.595 6.807 -1.795  0.34
34 H 3.830 6.736 -0.534  0.36
35 H 1.792 3.757 1.193  0.53
36 H 0.536 2.511 1.207  0.12
37 H -0.503 5.529 1.239  0.38
38 O 0.549 0.477 3.057  -0.80
39 P 1.578 -0.096 4.038  0.87
40 N 1.809 -1.525 3.077  0.24
41 C 1.916 -2.904 3.505  -0.85
42 C 2.515 -1.312 1.814  -0.73
43 N 0.397 -0.341 5.307  0.11
44 C -0.218 -1.631 5.584  -1.18
45 C -0.707 0.628 5.293  -1.04
46 N 2.852 -0.570 5.113  -0.01
47 C 4.214 -0.515 4.582  -1.05
48 C 2.785 -1.250 6.388  -0.88
49 H 2.875 -3.141 3.988  0.25
50 H 1.817 -3.577 2.651  0.36
51 H 1.112 -3.204 4.170  0.18
52 H 3.574 -1.072 1.970  0.25
53 H 2.065 -0.485 1.257  0.10
54 H 2.466 -2.186 1.163  0.22
55 H -0.789 -2.014 4.728  0.32
56 H -0.898 -1.551 6.436  0.40
57 H 0.501 -2.384 5.900  0.32
58 H -1.454 0.386 4.527  0.28
59 H -0.345 1.640 5.112  0.36
60 H -1.215 0.641 6.260  0.34
61 H 4.492 -1.451 4.085  0.30
62 H 4.950 -0.326 5.364  0.39
63 H 4.307 0.301 3.862  0.29
64 H 2.624 -2.325 6.269  0.29
65 H 2.022 -0.834 7.044  0.29
66 H 3.717 -1.137 6.950  0.36
67 O -1.102 -4.861 -0.671  -0.79
68 P -1.786 -3.625 -1.234  0.77
69 N -3.151 -4.494 -1.845  0.07
70 C -3.829 -4.347 -3.115  -0.82
71 C -4.056 -5.018 -0.820  -1.00
72 N -0.544 -3.371 -2.451  0.19
73 C -0.708 -3.755 -3.846  -1.23
74 C 0.787 -3.855 -2.060  -0.97
75 N -2.478 -2.084 -1.641  0.31
76 C -3.635 -1.657 -0.858  -0.97
77 C -2.254 -1.245 -2.794  -0.50
78 H -4.445 -3.439 -3.181  0.22
79 H -4.493 -5.195 -3.293  0.42
80 H -3.149 -4.365 -3.962  0.16
81 H -4.610 -4.218 -0.313  0.29
82 H -3.498 -5.570 -0.060  0.28
83 H -4.785 -5.715 -1.234  0.37
84 H -0.862 -4.834 -3.967  0.30
85 H 0.178 -3.473 -4.424  0.41
86 H -1.517 -3.220 -4.341  0.36
87 H 0.877 -4.941 -2.170  0.33
88 H 1.015 -3.595 -1.027  0.22
89 H 1.560 -3.393 -2.682  0.33
90 H -4.574 -2.020 -1.289  0.29
91 H -3.704 -0.568 -0.790  0.09
92 H -3.558 -2.030 0.167  0.42
93 H -2.796 -1.601 -3.675  0.24
94 H -1.196 -1.136 -3.033  0.23
95 H -2.597 -0.223 -2.617  -0.03

---

Number 2 is which compound? C2H4N2OS